Entry 1:
Density functional theory data (ωB97M-V with the def2-TZVPD basis set) for a structure of composition C20H22CuF6N5O5S2 in a non-equilibrium geometry.

As for the spin multiplicity: 2. Its expectation value of S² is 0.763. The value obtained for the LUMO energy (alpha / beta) is 0.085 / 0.084 Ha. The net charge is -1. The calculation puts the gap between HOMO and LUMO (alpha / beta) at 3.1 / 7.5 eV.

Element x y z (Å)
Cu 0.71 0.04 0.17
S 4.12 1.51 0.14
S 2.79 2.30 -1.77
F 3.11 -0.15 2.11
F 5.32 -0.13 1.86
F 0.75 3.30 -3.25
F 3.97 -1.09 0.29
F 0.76 1.13 -3.22
F 0.06 2.17 -1.45
O 3.05 3.73 -1.49
O 3.57 1.77 -2.86
O 4.11 2.54 1.16
O -1.67 -0.34 -0.64
O 5.29 1.53 -0.69
N -3.84 -0.60 -0.40
N 1.06 -1.57 -1.91
N -0.30 2.20 1.32
N -0.01 -1.34 1.82
N 2.58 1.39 -0.56
C 0.08 -2.51 -2.29
C 0.96 2.20 -2.48
C -0.29 4.62 1.55
C 0.33 -3.71 -2.98
C 2.62 -3.02 -3.08
C -2.76 -0.20 -1.10
C -0.50 -1.58 4.19
C -1.70 4.66 1.69
C 1.63 -3.91 -3.37
C -2.98 0.36 -2.45
C -1.24 -2.74 3.92
C -3.88 -1.36 0.85
C 0.41 3.39 1.38
C -1.33 -3.24 2.63
C 0.08 -0.94 3.13
C 2.29 -1.85 -2.38
C -2.38 3.48 1.56
C 4.14 -0.10 1.20
C -0.67 -2.53 1.68
C -1.65 2.33 1.31
H -0.81 -2.83 0.65
H 1.87 -4.85 -3.84
H 0.68 -0.07 3.37
H -1.89 -4.14 2.43
H 3.11 -1.19 -2.12
H -4.85 -1.84 0.97
H -1.75 -3.17 4.77
H -2.24 5.58 1.88
H -3.43 -0.33 -3.17
H -4.74 -0.38 -0.82
H -1.99 0.61 -2.82
H -2.21 1.41 1.26
H -3.73 -0.67 1.68
H -3.60 1.26 -2.37
H -0.43 -4.43 -3.26
H -0.34 -1.20 5.18
H 3.63 -3.25 -3.37
H 0.16 5.58 1.75
H 1.47 3.22 1.45
H -0.94 -2.41 -1.94
H -3.10 -2.10 1.07
H -3.46 3.49 1.69

Entry 2:
Density functional theory data (ωB97M-V with the def2-TZVPD basis set) for a structure of composition C13H47MnO13 in a non-equilibrium geometry.

As for the spin multiplicity: 6. As for the energy above the lowest of the compared OMol25 structures with the same formula, charge and spin: 171.7 kcal per mole. Its expectation value of S² is 8.851. The value obtained for the LUMO energy (alpha / beta) is -0.321 / -0.304 Ha. The net charge is +1. The calculation puts the gap between HOMO and LUMO (alpha / beta) at 2.6 / 3.0 eV.

Element x y z (Å)
Mn 3.10 -4.04 -0.03
O 1.00 -2.39 5.55
O -3.67 -1.23 -2.89
O 1.71 -1.33 -1.19
O -2.74 4.99 -0.86
O -2.32 -5.09 -3.42
O 3.81 2.90 1.24
O 1.31 -6.66 1.14
O -2.82 3.90 5.04
O 1.16 6.30 0.58
O 1.85 -1.06 -5.38
O -5.33 -1.82 2.36
O 0.77 -1.78 0.68
O 3.88 3.64 -4.66
C 0.91 -1.04 -0.28
C 3.78 3.39 -3.30
C 1.41 -3.33 6.54
C 1.87 7.10 1.50
C -3.94 -1.67 2.27
C -1.78 -5.55 -2.22
C 0.10 0.26 -0.23
C -2.54 4.69 -2.26
C 1.44 -2.18 -6.16
C -2.26 4.17 3.77
C 0.55 -6.99 2.29
C 3.40 2.38 2.47
C -2.93 -0.55 -3.83
H 2.93 7.14 1.22
H 1.81 5.69 0.23
H 0.57 1.15 -0.65
H 1.47 -7.50 0.71
H 1.66 -2.80 7.46
H -2.60 5.13 3.37
H -1.18 4.18 3.91
H -5.59 -2.54 1.78
H 1.55 8.14 1.52
H -2.56 -5.72 -1.48
H -3.68 -0.61 2.36
H 1.23 -1.87 -7.18
H 4.01 2.35 -3.03
H 4.49 4.03 -2.79
H -3.53 -2.27 3.09
H -3.14 -0.89 -4.84
H -1.13 -4.73 -1.92
H -1.87 -0.74 -3.64
H -1.76 3.94 -2.45
H 2.05 -1.32 -4.48
H 4.62 2.52 0.89
H 1.18 -7.62 2.93
H -2.48 3.03 5.27
H -2.22 5.58 -2.80
H 4.08 2.73 3.24
H 2.40 2.73 2.73
H -0.88 0.17 -0.71
H 2.78 3.65 -2.97
H -3.62 -2.17 -3.08
H -1.17 -6.45 -2.24
H 2.27 -3.93 6.23
H 2.16 -2.99 -6.33
H 0.63 -4.05 6.79
H -2.54 3.31 3.16
H -1.65 -5.23 -4.10
H -1.89 5.31 -0.54
H -0.42 -7.45 2.13
H 1.82 6.59 2.45
H -3.52 4.34 -2.59
H -0.08 0.52 0.81
H 0.42 -6.07 2.86
H 0.55 -2.65 -5.74
H -3.53 -2.13 1.37
H -3.06 0.52 -3.69
H 3.38 1.29 2.48
H 3.09 3.34 -5.12
H 1.23 -2.67 4.65

Entry 3:
Density functional theory data (ωB97M-V with the def2-TZVPD basis set) for the ion C4H6N with charge +1 in a non-equilibrium geometry.

As for the energy above the lowest of the compared OMol25 structures with the same formula, charge and spin: 19.7 kcal per mole. The value obtained for the LUMO energy is -0.159 Ha. The net charge is +1. The calculation puts the gap between HOMO and LUMO at 10.7 eV. The SMILES is C1=C[NH2+]C=C1.

Element x y z (Å)
N -0.79 0.64 -0.41
C 1.24 -0.19 -0.01
C 0.25 -0.74 0.94
C -1.00 -0.28 0.84
C 0.69 0.64 -0.88
H 2.26 -0.50 0.00
H -1.13 -0.10 -1.15
H -1.82 -0.63 1.44
H -1.32 1.46 -0.61
H 0.91 1.13 -1.84
H 0.72 -1.43 1.68